The following is a quantum chemistry calculation of a molecular structure, C35H53As3KN5O4S, from the Open Molecules 2025 dataset.

Structure (XYZ):
```
102
Properties=species:S:1:pos:R:3:nbo_charge:R:1
C -2.110 2.994 -6.147 -0.227
H 4.393 -2.589 -3.613 0.194
H 0.545 -4.641 3.998 0.225
H -0.751 -4.719 1.913 0.200
C -2.997 0.214 -0.071 -0.979
C 3.455 -2.141 -3.319 -0.369
H 2.076 -2.434 -5.049 0.191
H 0.118 5.550 1.665 0.237
C 1.063 -2.316 1.913 -0.966
H 0.311 -4.835 5.738 0.216
H -2.255 -4.499 7.067 0.216
C -3.278 -2.436 1.162 -0.721
H -2.309 -2.916 6.259 0.219
H -3.896 1.108 2.786 0.250
H -3.886 -4.978 0.664 0.204
O 0.800 2.480 0.489 -0.814
H 2.462 3.645 -3.153 0.212
H 7.867 0.539 -1.739 0.197
C -2.106 3.240 3.664 0.006
C -2.623 -3.959 6.195 -0.947
K 0.104 0.454 -0.674 0.874
H -4.989 -0.126 2.109 0.200
H 2.498 3.148 -0.731 0.264
As -0.096 -2.756 0.402 0.896
H 4.149 3.493 -1.253 0.197
O -1.117 3.080 -0.473 -0.787
C -2.064 -0.098 -3.923 -0.265
H -2.150 3.230 -7.204 0.195
C 1.348 -1.396 -3.228 -0.048
C 2.838 2.684 -2.799 -0.610
C -0.054 -4.322 4.848 -0.949
C -2.654 -3.657 1.868 -0.070
H -1.771 -2.517 3.503 0.233
H -2.737 1.273 -0.017 0.274
H -2.728 2.549 4.229 0.160
C -2.129 1.667 -5.733 -0.258
H 1.961 -3.577 -0.795 0.257
H 2.021 1.963 -2.868 0.224
H -1.916 2.164 -2.387 0.261
O -1.295 7.090 5.049 -0.775
C -4.053 0.041 2.645 -0.950
C -1.859 4.506 4.163 -0.258
H 7.159 2.966 -1.782 0.186
H 1.912 -1.744 1.532 0.253
C 3.186 -1.501 -2.103 -0.085
H -3.224 -5.755 2.111 0.211
H 0.554 -4.522 -1.291 0.220
H -4.575 -4.618 2.253 0.197
H -2.134 -0.760 -4.799 0.159
H -2.177 0.871 -6.470 0.196
H -3.711 -4.006 6.192 0.218
C -0.835 3.613 1.815 0.115
H -1.876 4.468 -3.102 0.230
H -2.447 -0.266 -0.883 0.224
As -1.934 -4.815 4.559 0.846
C -1.992 2.371 -3.447 -0.234
C -0.763 6.807 3.953 0.738
C -3.643 -4.826 1.718 -0.610
C -2.485 -3.334 3.360 -0.718
C 7.017 0.873 -2.339 -0.628
H 6.674 1.678 0.205 0.388
H -4.100 -0.449 3.619 0.210
C -2.024 4.011 -5.207 -0.236
H 3.629 2.340 -3.471 0.192
N 1.922 -1.041 -2.030 -0.587
N -0.882 -0.383 -3.129 -0.525
H 0.514 -1.701 2.625 0.235
H 5.600 2.483 -2.413 0.204
H -0.133 -1.437 -4.724 0.131
H -2.278 4.845 5.100 0.230
C 2.270 -2.066 -4.051 -0.284
O -0.050 7.509 3.210 -0.761
As -2.524 -0.649 1.620 0.897
H 6.269 0.079 -2.333 0.232
H -3.197 -2.564 0.079 0.223
C -1.961 3.694 -3.855 -0.187
N -1.624 2.780 2.508 -0.470
H 1.337 -4.875 0.275 0.198
H 0.059 -3.245 4.977 0.223
N 5.938 2.011 -0.403 -0.641
C -1.051 5.372 3.436 -0.079
H 7.357 1.017 -3.367 0.201
C 3.318 2.802 -1.361 -0.244
H -3.447 -2.991 3.754 0.216
H 2.967 0.814 -0.813 0.432
N 3.721 1.491 -0.838 -0.581
C -1.324 -4.091 1.221 -0.717
C -0.525 4.897 2.241 -0.233
H -4.346 -2.399 1.403 0.204
C 4.832 1.194 -0.180 0.322
H 3.866 -1.369 -1.270 0.203
C -0.327 3.042 0.504 0.755
H -1.998 5.047 -5.525 0.199
C -2.074 1.344 -4.382 0.067
C 1.069 -4.088 -0.434 -0.953
H -2.949 -0.278 -3.303 0.194
H -1.554 -4.732 0.362 0.215
S 4.972 -0.098 0.878 -0.331
C 0.043 -1.057 -3.703 0.136
C 6.423 2.159 -1.780 -0.216
H -4.064 0.102 -0.273 0.208
H 1.435 -3.218 2.399 0.201
```

Calculated values
LUMO level   0.13162 Ha
Highest occupied orbital energy   -0.11145 hartree
Gap between HOMO and LUMO   6.614 eV
Total charge   -2
DFT total energy   -262475.661 eV